Entry 1:
C2H6FN | ωB97M-V/def2-TZVPD

Geometry as XYZ:
```
10
Properties=species:S:1:pos:R:3:forces:R:3
F -2.798 -0.269 -0.721 -0.13 0.12 -0.22
N -0.048 0.111 0.048 -2.54 1.83 -1.03
C 0.342 1.283 0.249 1.17 -0.17 1.00
C 0.731 -1.069 0.023 -0.20 1.74 3.29
H -1.929 0.080 -0.754 0.29 -0.27 0.46
H 1.522 -0.899 0.716 1.78 -0.16 -0.13
H 1.306 1.644 0.578 1.35 -0.91 -0.01
H 0.182 -1.816 0.519 -1.02 -1.34 -0.03
H -0.227 2.175 0.300 -1.85 0.30 -0.58
H 0.918 -1.241 -0.957 1.14 -1.14 -2.74
```
Positions in Å, forces in eV/Å.

For the relative energy (zero: lowest compared OMol25 entry of this formula, charge and spin), the calculation gives 25.6 kcal per mole. The SMILES is C=NC.F. The value obtained for the energy is -6377.54781 eV. The calculation puts the HOMO-LUMO gap at 10.840 eV. Its total charge is 0. The calculation puts the LUMO energy at 1.0 eV.

***

Entry 2:
C2H6FNO | ωB97M-V/def2-TZVPD

Geometry as XYZ:
```
11
Properties=species:S:1:pos:R:3:forces:R:3
F -1.151 2.133 -0.023 -7.83 6.26 -5.81
O -0.375 -1.021 1.133 -1.53 1.50 0.15
N -0.093 1.472 0.671 4.91 -9.58 6.50
C -0.400 -0.038 0.091 1.87 -0.12 0.41
C 0.692 -0.444 -0.870 -0.45 -0.25 1.09
H -1.406 0.007 -0.426 1.04 0.11 1.10
H 1.516 -0.932 -0.324 0.14 0.94 -0.34
H 0.900 0.341 -1.534 1.02 1.16 -0.69
H 0.289 -1.713 1.039 0.18 0.56 -0.40
H -0.264 1.395 1.717 1.36 0.76 -1.03
H 0.292 -1.200 -1.474 -0.70 -1.33 -0.98
```
Positions in Å, forces in eV/Å.

For the relative energy (zero: lowest compared OMol25 entry of this formula, charge and spin), the calculation gives 22.4 kcal per mole. Its expectation value of S² is 2.009. The value obtained for the energy is -8418.23005 eV. The calculation puts the HOMO-LUMO gap (alpha / beta) at 5.913 / 9.314 eV. As for the spin multiplicity: 3. Its total charge is 0. The calculation puts the LUMO energy (alpha / beta) at 0.9 / -2.0 eV.

***

Entry 3:
C2H6FNS | ωB97M-V/def2-TZVPD

Geometry as XYZ:
```
11
Properties=species:S:1:pos:R:3:forces:R:3
S 0.088 1.845 2.111 1.41 -1.60 -1.93
F -1.438 2.040 1.642 -0.29 -0.08 -0.15
N 0.743 0.346 0.461 0.56 2.33 3.12
C 0.197 0.958 -0.704 0.75 -3.26 -1.68
C 0.039 -0.749 1.005 -1.47 -3.72 1.43
H 0.453 -1.137 2.043 -0.45 1.01 -2.26
H -0.851 0.788 -0.746 -1.21 -0.64 -0.67
H 0.246 1.976 -0.650 1.00 2.74 -0.17
H -1.037 -0.517 1.212 0.53 -0.18 -0.29
H -0.033 -1.742 0.331 0.59 2.33 0.89
H 0.792 0.506 -1.629 -1.41 1.06 1.71
```
Positions in Å, forces in eV/Å.

For the relative energy (zero: lowest compared OMol25 entry of this formula, charge and spin), the calculation gives 81.1 kcal per mole. The value obtained for the energy is -17210.25883 eV. The calculation puts the HOMO-LUMO gap at 8.285 eV. Its total charge is 0. The calculation puts the LUMO energy at -1.0 eV.

***

Entry 4:
C2H6FO2Rh | ωB97M-V/def2-TZVPD

Geometry as XYZ:
```
12
Properties=species:S:1:pos:R:3:forces:R:3
Rh -0.953 0.902 2.295 -2.29 3.01 2.01
F -0.224 -0.636 1.747 1.24 -4.06 -0.42
O -0.265 0.120 -0.558 2.56 2.59 4.25
O 0.307 2.054 1.571 0.21 0.41 0.60
C 0.797 -0.085 0.226 0.07 -3.12 -5.69
C -0.663 -0.888 -1.492 0.00 -1.54 -1.36
H -0.967 -1.789 -0.942 -0.04 0.35 -0.12
H 1.406 -0.835 -0.291 -0.58 -1.39 0.03
H 0.179 -1.131 -2.152 -0.19 0.13 0.14
H 1.668 0.124 0.857 -1.21 2.66 1.06
H -1.486 -0.465 -2.073 0.20 -0.03 0.27
H 0.202 2.631 0.812 0.01 0.98 -0.76
```
Positions in Å, forces in eV/Å.

Its expectation value of S² is 6.012. The value obtained for the energy is -11963.25763 eV. The calculation puts the HOMO-LUMO gap (alpha / beta) at 10.904 / 7.512 eV. As for the spin multiplicity: 5. Its total charge is +2. The calculation puts the LUMO energy (alpha / beta) at -10.5 / -13.9 eV.

***

Entry 5:
C2H6FO2V | ωB97M-V/def2-TZVPD

Geometry as XYZ:
```
12
Properties=species:S:1:pos:R:3:forces:R:3
V -0.334 2.085 0.058 0.40 1.11 0.15
F -1.468 1.960 1.383 -0.46 0.06 0.95
O -0.414 0.371 -0.925 -2.58 -0.13 -0.58
O -1.735 2.144 -1.511 1.23 -0.19 1.22
C -2.393 2.988 -2.443 -0.58 0.00 -0.75
C -1.707 0.765 -1.709 1.96 -0.55 -1.47
H -2.676 0.315 -1.465 0.76 -0.42 0.97
H -2.375 4.001 -2.034 -0.13 -0.31 -0.04
H -3.416 2.602 -2.543 0.16 0.47 -0.16
H 0.270 -0.046 -1.459 -0.25 -0.24 -0.46
H -1.432 0.503 -2.738 -0.31 0.17 0.03
H -1.859 2.959 -3.401 -0.20 0.02 0.13
```
Positions in Å, forces in eV/Å.

For the relative energy (zero: lowest compared OMol25 entry of this formula, charge and spin), the calculation gives 0.0 kcal per mole. Its expectation value of S² is 3.755. The value obtained for the energy is -34663.44882 eV. The calculation puts the HOMO-LUMO gap (alpha / beta) at 8.725 / 11.801 eV. As for the spin multiplicity: 4. Its total charge is +1. The calculation puts the LUMO energy (alpha / beta) at -4.4 / -4.4 eV.

***

Entry 6:
C2H6FP | ωB97M-V/def2-TZVPD

Geometry as XYZ:
```
10
Properties=species:S:1:pos:R:3:forces:R:3
P 0.345 1.385 -0.161 0.90 -2.44 -1.39
F 1.722 1.038 -1.058 -0.64 1.01 0.20
C 0.846 0.171 1.101 1.05 -0.62 1.28
C -0.660 0.226 -1.227 -0.25 3.12 -0.17
H 1.334 -0.881 0.961 -0.95 2.09 -0.55
H 0.036 0.043 1.787 -1.01 -0.33 0.39
H -0.909 0.769 -2.128 1.14 0.46 -1.01
H -0.006 -0.567 -1.431 0.12 -1.65 -0.25
H 1.504 0.769 1.743 0.46 -0.30 -0.12
H -1.707 0.171 -1.056 -0.83 -1.34 1.60
```
Positions in Å, forces in eV/Å.

For the relative energy (zero: lowest compared OMol25 entry of this formula, charge and spin), the calculation gives 8.1 kcal per mole. The SMILES is CP(C)F. The value obtained for the energy is -14177.37157 eV. The calculation puts the HOMO-LUMO gap at 10.811 eV. Its total charge is 0. The calculation puts the LUMO energy at 1.1 eV.

***

Entry 7:
C2H6HgO2 | ωB97M-V/def2-TZVPD

Geometry as XYZ:
```
11
Properties=species:S:1:pos:R:3:forces:R:3
Hg -0.195 2.500 -1.518 -0.13 0.69 0.04
O -2.073 -1.259 0.359 0.93 1.17 -0.23
O 0.063 0.439 -1.757 0.25 -1.15 0.48
C 0.382 -0.276 -0.652 0.95 -0.16 -0.52
C 0.942 0.475 0.529 -0.47 -0.96 0.76
H 0.750 -1.299 -0.868 -0.31 0.60 -0.06
H 0.006 0.850 1.037 1.39 1.14 -0.38
H 1.371 -0.131 1.342 -0.26 -0.56 -0.49
H -1.290 -0.639 0.130 -1.33 -1.52 0.25
H -1.796 -1.726 1.153 0.05 0.03 0.00
H 1.840 1.066 0.245 -1.08 0.72 0.14
```
Positions in Å, forces in eV/Å.

For the relative energy (zero: lowest compared OMol25 entry of this formula, charge and spin), the calculation gives 0.0 kcal per mole. Its expectation value of S² is 2.014. The value obtained for the energy is -10437.14171 eV. The calculation puts the HOMO-LUMO gap (alpha / beta) at 7.473 / 8.114 eV. As for the spin multiplicity: 3. Its total charge is 0. The calculation puts the LUMO energy (alpha / beta) at 0.4 / -2.3 eV.

***

Entry 8:
C2H6HgO2 | ωB97M-V/def2-TZVPD

Geometry as XYZ:
```
11
Properties=species:S:1:pos:R:3:forces:R:3
Hg 1.840 0.860 0.017 3.31 1.80 -0.02
O 0.192 1.563 0.100 -4.21 4.78 0.45
O 2.097 -1.038 -0.040 -0.95 -7.37 -0.30
C -1.193 -0.425 0.062 0.26 0.57 -0.05
C -1.099 1.066 0.106 -2.42 -0.40 -0.19
H -1.657 1.495 -0.762 0.56 -0.28 0.35
H 1.225 -1.685 -0.049 2.73 2.31 0.03
H 2.812 -1.489 -0.503 0.14 -0.53 -0.03
H -1.327 -0.935 1.021 0.00 -0.31 -0.68
H -1.655 1.446 0.991 0.63 -0.17 -0.23
H -1.235 -0.858 -0.944 -0.06 -0.40 0.67
```
Positions in Å, forces in eV/Å.

For the relative energy (zero: lowest compared OMol25 entry of this formula, charge and spin), the calculation gives 8.7 kcal per mole. Its expectation value of S² is 0.756. The value obtained for the energy is -10427.59992 eV. The calculation puts the HOMO-LUMO gap (alpha / beta) at 6.758 / 7.571 eV. As for the spin multiplicity: 2. Its total charge is +1. The calculation puts the LUMO energy (alpha / beta) at -6.3 / -6.4 eV.

***

Entry 9:
C2H6IN3S | ωB97M-V/def2-TZVPD

Geometry as XYZ:
```
13
Properties=species:S:1:pos:R:3:forces:R:3
I 1.635 -2.826 -3.020 -0.76 -0.43 -2.31
S 0.277 0.914 1.782 -0.37 -0.54 0.66
N -3.245 -0.839 -0.213 -0.79 1.19 1.99
N -3.607 -0.303 0.684 0.81 -1.18 -1.99
N 0.885 -0.930 -0.166 2.19 0.53 -3.26
C 0.297 -0.617 0.868 -0.65 0.22 1.07
C 0.132 2.120 0.418 1.29 -3.32 0.43
H 1.486 -0.221 -0.675 -0.82 -0.60 1.08
H -0.285 -1.470 1.177 -0.53 0.16 1.35
H 2.164 -2.593 -1.624 0.75 0.35 2.19
H -0.747 2.595 0.579 -2.84 1.42 0.10
H 0.920 2.793 0.586 1.31 0.74 -0.87
H 0.087 1.377 -0.395 0.41 1.47 -0.44
```
Positions in Å, forces in eV/Å.

For the relative energy (zero: lowest compared OMol25 entry of this formula, charge and spin), the calculation gives 14.2 kcal per mole. The SMILES is [H]/N=C\SC.N#N.I. The value obtained for the energy is -25576.73946 eV. The calculation puts the HOMO-LUMO gap at 9.860 eV. Its total charge is 0. The calculation puts the LUMO energy at 0.6 eV.

***

Entry 10:
C2H6INO2S | ωB97M-V/def2-TZVPD

Geometry as XYZ:
```
13
Properties=species:S:1:pos:R:3:forces:R:3
I 3.429 -0.819 -0.011 1.43 -0.59 -0.07
S 0.797 0.584 0.008 -1.34 -1.14 2.78
O 0.830 0.508 1.450 0.64 -0.64 -0.52
O 1.408 1.693 -0.599 0.58 0.90 -1.58
N -0.769 0.554 -0.282 -1.97 -0.20 -1.55
C 1.473 -0.962 -0.656 -1.02 -0.79 -0.97
C -1.850 0.179 0.632 -2.89 1.46 -2.35
H 0.997 -1.856 -0.239 -0.01 0.60 0.85
H 1.327 -1.246 -1.742 0.50 1.48 0.85
H -2.632 1.010 0.722 1.52 -0.46 0.06
H -1.060 0.950 -1.156 0.12 0.12 -0.34
H -1.376 0.039 1.514 0.90 -0.70 3.04
H -2.574 -0.635 0.358 1.54 -0.04 -0.22
```
Positions in Å, forces in eV/Å.

For the relative energy (zero: lowest compared OMol25 entry of this formula, charge and spin), the calculation gives 0.0 kcal per mole. The value obtained for the energy is -26690.56764 eV. The calculation puts the HOMO-LUMO gap at 9.810 eV. Its total charge is 0. The calculation puts the LUMO energy at 0.3 eV.

***

> Which formula does entry 5 have?

C2H6FO2V